{
  "formula": "C31H61IN3O6S",
  "method": "ωB97M-V with the def2-TZVPD basis set",
  "charge": 0,
  "e_tot_ev": -68823.227,
  "relative_energy_kcal_mol": 0.0,
  "s2": 3.763,
  "molar_mass_g_mol": 730.815,
  "e_homo_ev": [-7.6, -8.9],
  "max_force_ha_per_bohr": 0.008,
  "orbital_gap_ev": [7.84, 9.17],
  "lumo_energy_ev": [0.2, 0.2],
  "multiplicity": 4,
  "elements": ["C", "C", "C", "C", "C", "I", "C", "C", "C", "C", "S", "O", "O", "O", "C", "C", "C", "C", "N", "O", "H", "H", "H", "H", "H", "H", "H", "H", "H", "H", "H", "H", "H", "H", "H", "H", "H", "H", "H", "H", "H", "H", "H", "H", "H", "C", "C", "C", "C", "C", "C", "N", "O", "C", "C", "C", "H", "H", "H", "H", "H", "H", "H", "H", "H", "H", "H", "H", "H", "H", "H", "H", "H", "H", "C", "C", "C", "C", "C", "C", "N", "O", "C", "C", "C", "H", "H", "H", "H", "H", "H", "H", "H", "H", "H", "H", "H", "H", "H", "H", "H", "H", "H"],
  "positions_angstrom": [[3.140, 2.076, 2.132], [2.333, 2.932, 1.157], [2.845, 4.390, 1.255], [0.817, 2.892, 1.465], [-0.049, 1.833, 0.772], [0.241, -0.082, 1.766], [-1.516, 2.234, 0.983], [-2.592, 1.291, 0.415], [-3.323, 1.768, -0.846], [-3.868, 3.194, -0.858], [-4.918, 3.682, 0.497], [-5.446, 2.529, 1.151], [-5.784, 4.730, 0.043], [-3.876, 4.372, 1.506], [0.281, 1.688, -0.732], [1.460, 2.541, -1.229], [1.061, 4.012, -1.420], [1.962, 1.993, -2.564], [2.561, 2.414, -0.234], [3.287, 1.372, -0.355], [4.206, 2.188, 1.938], [2.929, 2.430, 3.143], [2.897, 1.021, 2.066], [3.189, 4.752, 0.288], [2.073, 5.070, 1.617], [3.688, 4.454, 1.942], [0.693, 2.819, 2.546], [0.382, 3.855, 1.184], [-1.678, 2.386, 2.052], [-1.612, 3.225, 0.525], [-2.139, 0.326, 0.181], [-3.338, 1.090, 1.183], [-2.666, 1.697, -1.717], [-4.149, 1.079, -1.038], [-3.095, 3.958, -0.930], [-4.533, 3.330, -1.713], [-4.190, 5.269, 1.665], [0.485, 0.649, -0.983], [-0.597, 1.978, -1.314], [0.570, 4.120, -2.387], [1.936, 4.662, -1.421], [0.371, 4.379, -0.661], [2.887, 2.491, -2.857], [1.212, 2.181, -3.334], [2.154, 0.925, -2.511], [-7.063, -4.307, -0.852], [-6.003, -3.206, -0.764], [-5.887, -2.637, 0.657], [-7.090, -1.793, 1.066], [-7.377, -0.686, 0.056], [-7.512, -1.187, -1.387], [-6.309, -2.043, -1.670], [-5.273, -1.383, -2.027], [-8.825, -1.938, -1.609], [-7.481, -0.009, -2.358], [-4.670, -3.803, -1.204], [-6.618, -5.239, -0.502], [-7.938, -4.119, -0.234], [-7.388, -4.455, -1.882], [-4.985, -2.019, 0.696], [-5.741, -3.467, 1.353], [-7.975, -2.423, 1.201], [-6.891, -1.340, 2.039], [-8.292, -0.155, 0.332], [-6.569, 0.052, 0.076], [-8.826, -2.437, -2.579], [-9.637, -1.210, -1.601], [-9.044, -2.673, -0.840], [-6.608, 0.617, -2.198], [-8.379, 0.591, -2.204], [-7.467, -0.360, -3.390], [-4.731, -4.165, -2.231], [-4.439, -4.646, -0.552], [-3.865, -3.076, -1.144], [8.925, -1.030, 1.416], [8.014, -2.230, 1.693], [8.358, -3.420, 0.786], [7.964, -3.197, -0.671], [6.487, -2.834, -0.799], [6.075, -1.637, 0.071], [6.564, -1.903, 1.467], [5.752, -2.562, 2.200], [6.624, -0.323, -0.489], [4.558, -1.511, 0.121], [8.184, -2.618, 3.158], [9.866, -1.184, 1.944], [9.165, -0.900, 0.364], [8.476, -0.108, 1.786], [7.830, -4.298, 1.170], [9.429, -3.621, 0.870], [8.589, -2.423, -1.126], [8.157, -4.111, -1.236], [6.239, -2.601, -1.838], [5.877, -3.694, -0.506], [6.471, 0.489, 0.222], [6.062, -0.080, -1.392], [7.676, -0.362, -0.757], [4.086, -2.441, 0.426], [4.193, -1.230, -0.868], [4.260, -0.728, 0.818], [7.899, -1.790, 3.809], [9.235, -2.854, 3.333], [7.576, -3.479, 3.417]],
  "lowdin_charge": [-0.065, -0.450, -0.011, -0.180, -0.731, 0.986, -0.251, -0.213, -0.203, -0.225, 0.599, -0.263, -0.286, -0.159, -0.141, -0.469, -0.008, -0.030, -0.121, -0.032, 0.087, 0.095, 0.010, 0.073, 0.083, 0.079, 0.118, 0.096, 0.114, 0.099, 0.070, 0.104, 0.109, 0.100, 0.101, 0.109, 0.093, 0.091, 0.113, 0.087, 0.083, 0.074, 0.095, 0.089, 0.080, -0.031, -0.485, -0.129, -0.167, -0.125, -0.486, -0.109, -0.037, -0.031, -0.037, -0.041, 0.086, 0.061, 0.092, 0.122, 0.126, 0.104, 0.115, 0.128, 0.110, 0.093, 0.088, 0.058, 0.067, 0.090, 0.093, 0.093, 0.088, 0.076, -0.032, -0.488, -0.133, -0.177, -0.129, -0.480, -0.115, -0.026, -0.026, -0.043, -0.045, 0.085, 0.060, 0.092, 0.125, 0.124, 0.102, 0.112, 0.124, 0.124, 0.091, 0.088, 0.057, 0.082, 0.086, 0.072, 0.092, 0.086, 0.077]
}